The following is a quantum chemistry calculation of a molecular structure, C32H26AgN4O2Se, from OMol25.

Results
E_LUMO = 2.47 eV

ORCA input file:
```
! RIJCOSX wB97M-V def2-TZVPD def2/J DEFGRID3
* xyz -1 1
Ag 0.03 -0.03 0.28
C 1.15 3.58 0.68
O 0.33 2.83 1.58
C -1.02 3.04 1.46
C -1.69 3.58 2.54
C -3.07 3.76 2.48
C -3.77 3.40 1.34
C -3.09 2.85 0.26
C -1.72 2.66 0.30
N -0.97 2.01 -0.71
N -1.50 2.09 -1.86
C -0.90 1.45 -2.91
C 0.29 0.65 -2.83
O 0.97 0.43 -1.79
C 0.74 0.05 -4.08
C 0.11 0.22 -5.25
C -1.08 1.02 -5.35
C -1.73 1.20 -6.58
C -2.86 1.97 -6.68
C -3.36 2.59 -5.52
C -2.73 2.43 -4.31
C -1.57 1.64 -4.18
H 0.99 4.65 0.82
H 0.96 3.30 -0.36
H 2.18 3.33 0.93
H -1.12 3.83 3.42
H -3.59 4.16 3.34
H -4.84 3.52 1.30
H -3.62 2.53 -0.63
H 1.64 -0.55 -4.00
H 0.48 -0.25 -6.16
H -1.33 0.71 -7.46
H -3.37 2.10 -7.63
H -4.25 3.21 -5.58
H -3.13 2.92 -3.43
N 1.28 -2.55 -1.88
C 1.45 -3.48 -0.90
C 1.14 -4.82 -1.07
C 1.38 -5.75 -0.05
C 1.93 -5.39 1.15
C 2.25 -4.02 1.37
C 2.79 -3.55 2.58
C 3.06 -2.22 2.72
C 2.76 -1.35 1.66
N 2.24 -1.74 0.52
C 2.00 -3.07 0.36
H 0.61 -2.75 -2.60
H 1.36 -1.57 -1.63
H 0.72 -5.15 -2.01
H 1.12 -6.79 -0.23
H 2.11 -6.11 1.93
H 2.98 -4.25 3.39
H 3.45 -1.81 3.65
H 2.93 -0.28 1.77
Se -1.26 -1.18 2.11
C -0.07 -0.97 3.58
C 0.01 -1.98 4.55
C 0.85 -1.86 5.65
C 1.64 -0.72 5.82
C 1.56 0.29 4.87
C 0.72 0.17 3.77
H -0.58 -2.87 4.42
H 0.89 -2.66 6.38
H 2.29 -0.63 6.67
H 2.16 1.19 4.99
H 0.66 0.98 3.05
*
```